1.
82
Properties=species:S:1:pos:R:3:forces:R:3 method="wB97M-V/def2-TZVPD" orbital_gap_ha="0.1077 / 0.1082" max_force_ev_per_a=0.7 homo_energy_ev="0.53 / 0.52" lumo_energy_ev="3.466 / 3.466" total_charge=-2 e_above_lowest_kj_mol=39.8
Na 0.893 1.008 0.133 -0.6 -0.1 -0.2
C -3.582 3.739 0.640 -0.1 0.0 -0.1
C -2.787 2.683 0.237 0.0 0.1 0.0
N -1.724 2.262 0.960 0.0 -0.4 -0.1
C -1.451 2.858 2.104 0.0 0.2 0.2
C -2.193 3.978 2.615 0.0 -0.1 -0.2
C -3.297 4.406 1.821 -0.1 0.1 0.1
C -1.814 4.589 3.815 -0.1 0.1 0.0
C -0.724 4.149 4.556 0.1 0.0 0.1
C 0.023 3.049 4.111 0.0 0.0 0.1
C 1.157 2.548 4.798 0.1 0.0 0.1
C 1.830 1.460 4.322 0.0 0.0 0.0
C 1.374 0.843 3.145 0.0 -0.1 0.1
N 0.336 1.290 2.472 0.2 -0.1 -0.1
C -0.326 2.369 2.907 -0.2 0.2 0.0
H -4.431 4.033 0.031 0.0 0.0 0.0
H -2.990 2.133 -0.674 0.0 0.0 -0.1
H -3.910 5.236 2.157 0.0 0.0 0.0
H -2.395 5.440 4.160 0.0 0.0 0.0
H -0.433 4.649 5.473 0.0 0.0 0.0
H 1.484 3.051 5.703 0.0 0.0 0.0
H 2.708 1.074 4.825 0.0 0.0 0.0
H 1.878 -0.027 2.739 0.1 0.0 0.0
I 6.077 2.042 0.193 0.0 0.2 0.0
C 5.202 0.159 0.162 0.1 -0.2 0.0
C 6.019 -0.969 0.121 0.3 -0.1 0.0
C 5.504 -2.240 0.084 -0.3 0.3 0.0
I 6.822 -3.854 0.023 0.1 -0.1 0.0
C 4.092 -2.426 0.086 0.1 -0.3 0.0
C 3.448 -3.685 0.023 -0.1 0.1 0.0
C 2.082 -3.753 0.020 0.1 0.1 0.0
C 1.347 -2.558 0.093 -0.1 0.0 0.0
N 1.913 -1.379 0.156 0.0 0.1 0.1
C 3.262 -1.287 0.144 -0.1 0.1 0.0
C 3.797 0.090 0.183 -0.4 0.0 0.0
O 3.019 1.069 0.223 0.7 0.1 0.1
H 7.093 -0.827 0.115 0.0 0.0 0.0
H 4.054 -4.581 -0.030 0.0 0.0 0.0
H 1.560 -4.699 -0.041 0.0 0.0 0.0
H 0.262 -2.584 0.087 0.0 0.0 0.0
C 2.677 1.592 -3.060 0.1 0.1 0.1
C 1.924 0.368 -3.502 0.2 0.0 -0.1
C 2.363 -0.374 -4.583 0.0 0.1 0.1
C 1.639 -1.504 -4.993 0.0 0.0 0.0
C 0.489 -1.870 -4.287 0.0 0.0 0.1
C -0.319 -2.990 -4.600 0.1 0.0 -0.1
C -1.454 -3.290 -3.858 -0.1 -0.1 0.1
C -1.824 -2.506 -2.781 0.0 -0.1 0.0
C -1.020 -1.410 -2.435 0.0 0.1 0.2
S -1.416 -0.332 -1.076 -0.1 0.0 0.1
C 0.123 -1.046 -3.163 0.0 -0.1 -0.1
N 0.822 0.058 -2.797 -0.1 0.1 0.1
H 2.621 2.382 -3.814 0.0 0.0 0.0
H 3.734 1.367 -2.899 0.0 0.0 0.0
H 2.281 1.984 -2.126 0.0 -0.1 -0.1
H 3.270 -0.074 -5.096 0.0 0.0 0.0
H 1.966 -2.106 -5.834 0.0 0.0 0.0
H -0.034 -3.613 -5.440 0.0 0.0 0.0
H -2.058 -4.152 -4.124 0.0 0.0 0.0
H -2.699 -2.739 -2.191 0.0 0.0 0.0
C -1.926 3.290 -3.471 0.0 0.0 0.0
C -1.311 4.310 -2.515 -0.1 0.0 0.0
C -0.318 3.687 -1.649 0.0 0.1 0.1
N 0.429 3.194 -0.936 0.2 0.0 0.0
H -2.654 3.776 -4.121 0.0 0.0 0.0
H -2.426 2.505 -2.908 0.0 -0.1 0.0
H -1.159 2.820 -4.085 0.0 0.0 0.0
H -2.069 4.742 -1.856 0.0 0.0 -0.1
H -0.832 5.126 -3.062 0.0 0.0 0.0
C -2.072 -1.414 0.036 -0.1 0.0 0.0
C -2.559 -2.173 0.844 0.2 0.3 -0.2
C -3.119 -3.060 1.799 0.0 -0.2 0.0
C -3.386 -4.392 1.448 0.0 0.1 0.1
C -3.934 -5.261 2.374 0.0 0.0 0.1
C -4.229 -4.822 3.660 0.0 -0.1 0.0
C -3.964 -3.505 4.012 0.0 -0.1 0.0
C -3.412 -2.629 3.096 0.0 0.0 0.0
H -3.155 -4.729 0.446 0.0 0.0 0.0
H -4.130 -6.287 2.086 0.0 0.0 0.0
H -4.660 -5.504 4.382 0.0 0.0 0.0
H -4.182 -3.153 5.013 0.0 0.0 0.0
H -3.197 -1.605 3.372 0.0 0.0 0.0

---

2.
17
Properties=species:S:1:pos:R:3:forces:R:3 method="wB97M-V/def2-TZVPD" orbital_gap_ha=0.3244 smiles="C/C=C/NCC" max_force_ev_per_a=2.1 homo_energy_ev=-7.61 lumo_energy_ev=1.215 e_above_lowest_kj_mol=178.1
C 2.137 -0.812 -0.816 1.0 0.1 -0.5
C 1.533 0.498 -0.429 -0.5 0.9 -1.4
C 0.286 0.797 -0.853 -0.2 -1.5 1.5
N -0.716 1.442 -0.085 1.0 1.1 -1.5
C -1.766 0.516 0.332 0.3 1.4 -0.1
C -1.380 -0.653 1.192 -0.5 -1.8 0.1
H 1.820 -1.150 -1.804 -0.1 0.1 0.0
H 3.230 -0.803 -0.818 0.0 0.1 -0.1
H 1.860 -1.601 -0.114 -0.2 0.1 0.1
H 2.098 1.314 0.012 0.1 -0.6 1.1
H -0.107 0.178 -1.660 -0.3 -0.2 0.3
H -0.298 2.064 0.590 -0.3 -0.3 0.5
H -2.181 0.222 -0.631 -0.4 -0.5 0.2
H -2.498 1.144 0.837 -0.3 -0.2 0.0
H -2.258 -1.297 1.322 -0.3 0.2 0.0
H -1.056 -0.498 2.222 0.3 0.6 -0.2
H -0.705 -1.363 0.703 0.4 0.5 0.0

---

3.
106
Properties=species:S:1:pos:R:3:forces:R:3 method="wB97M-V/def2-TZVPD" orbital_gap_ha=0.2649 max_force_ev_per_a=1.1 homo_energy_ev=-7.06 lumo_energy_ev=0.144 e_above_lowest_kj_mol=0.0
Mg -0.568 0.405 -0.081 -0.2 -0.5 0.3
C 0.096 -3.088 0.889 0.2 0.0 0.0
Si -1.570 -2.866 0.062 0.0 0.0 0.2
C -1.574 -3.877 -1.517 -0.1 -0.1 -0.2
C -2.817 -3.629 1.238 -0.2 0.0 0.1
N -1.842 -1.174 -0.187 -0.6 0.4 -0.3
C -3.137 -0.710 -0.438 0.3 -0.2 0.0
C -4.216 -1.478 -0.918 0.1 0.0 0.0
C -5.490 -0.951 -1.090 0.0 0.0 0.0
C -5.752 0.377 -0.791 0.0 -0.1 0.0
C -4.711 1.184 -0.340 0.0 0.0 0.0
C -3.451 0.645 -0.199 0.3 0.1 0.1
O -2.324 1.400 0.229 -0.9 0.2 -0.1
C -2.506 2.753 0.527 0.0 -0.3 0.0
C -2.681 3.679 -0.482 0.0 0.1 -0.1
C -2.852 5.014 -0.143 0.0 0.0 0.1
C -2.836 5.408 1.190 0.0 0.0 0.0
C -2.648 4.459 2.188 0.0 0.1 0.0
C -2.486 3.122 1.856 0.0 -0.1 0.2
H 0.044 -3.907 1.615 0.0 0.1 -0.1
H 0.391 -2.186 1.438 0.0 -0.1 0.0
H 0.899 -3.329 0.188 0.0 0.0 0.0
H -1.477 -4.942 -1.269 0.0 0.1 -0.1
H -0.731 -3.612 -2.162 0.0 0.0 0.0
H -2.494 -3.752 -2.100 0.1 0.0 0.1
H -2.718 -4.722 1.208 0.0 0.1 0.0
H -3.858 -3.379 1.014 0.1 -0.1 0.0
H -2.610 -3.300 2.264 0.0 0.0 -0.1
H -4.039 -2.520 -1.162 -0.1 0.1 0.0
H -6.285 -1.591 -1.458 0.1 0.0 0.0
H -6.746 0.791 -0.904 0.0 0.0 0.0
H -4.897 2.222 -0.102 0.0 0.0 0.0
H -2.702 3.360 -1.517 0.0 0.0 0.0
H -2.998 5.746 -0.929 0.0 0.0 0.0
H -2.972 6.451 1.449 0.0 -0.1 0.0
H -2.640 4.759 3.229 0.0 0.0 0.0
H -2.332 2.357 2.609 0.0 0.1 -0.1
C 4.553 5.241 0.435 -0.1 -0.1 0.0
C 3.454 4.219 0.615 0.1 0.0 0.1
C 3.382 3.404 1.737 0.1 0.0 0.0
C 2.358 2.483 1.931 -0.1 0.0 0.1
C 2.414 1.676 3.183 -0.2 -0.1 -0.1
O 3.493 1.328 3.640 0.3 -0.1 -0.2
C 1.177 1.326 3.940 0.1 0.1 -0.1
C 0.127 2.227 4.047 -0.1 0.1 0.0
C -0.960 1.927 4.857 0.0 0.0 0.0
C -1.014 0.712 5.530 0.0 0.0 0.0
C 0.028 -0.201 5.403 0.0 0.1 0.0
C 1.130 0.114 4.621 0.0 0.0 0.0
C 1.347 2.293 0.950 -0.3 0.0 -0.1
O 0.405 1.424 1.127 0.8 0.5 0.6
C 1.447 3.102 -0.237 -0.2 -0.1 -0.2
C 2.471 4.044 -0.346 -0.1 0.0 -0.2
C 0.603 2.866 -1.441 0.1 0.0 0.1
N -0.128 1.820 -1.543 -0.2 0.0 -0.4
C -0.850 1.415 -2.757 0.2 -0.1 0.2
C -0.280 0.076 -3.306 -0.1 0.2 0.1
Te 1.110 -0.923 -1.976 0.2 -0.4 -0.5
C 2.722 0.265 -2.665 0.0 -0.1 0.1
C 3.039 0.245 -4.023 0.1 0.0 0.0
C 4.080 1.026 -4.509 0.0 0.0 0.1
C 4.823 1.818 -3.638 0.0 0.0 0.0
C 4.525 1.816 -2.282 -0.1 0.0 0.0
C 3.479 1.037 -1.794 -0.1 0.2 0.0
C 0.695 3.858 -2.562 0.1 0.0 0.1
C 0.116 5.114 -2.415 0.0 0.0 0.0
C 0.207 6.045 -3.440 0.0 0.0 0.0
C 0.890 5.730 -4.609 0.0 0.0 0.0
C 1.479 4.481 -4.750 0.0 0.0 0.0
C 1.380 3.545 -3.729 0.1 -0.1 0.0
H 5.190 5.288 1.320 0.0 0.0 0.0
H 4.144 6.241 0.266 0.0 -0.1 0.0
H 5.189 5.004 -0.424 0.0 0.0 0.0
H 4.138 3.483 2.513 0.0 0.0 0.0
H 0.165 3.166 3.504 0.0 -0.1 0.0
H -1.771 2.640 4.963 0.0 0.0 0.0
H -1.869 0.477 6.154 0.1 0.0 0.0
H -0.013 -1.149 5.926 0.0 0.0 0.0
H 1.958 -0.576 4.512 0.0 0.0 0.0
H 2.527 4.645 -1.248 0.0 0.0 0.0
H -0.838 2.173 -3.537 0.0 0.1 0.0
H -1.894 1.251 -2.472 0.0 0.0 0.1
H 0.270 0.240 -4.228 0.0 0.0 -0.1
H -1.081 -0.634 -3.508 0.0 0.0 0.0
H 2.478 -0.384 -4.704 0.0 0.0 0.0
H 4.316 1.010 -5.567 0.0 0.0 0.0
H 5.636 2.427 -4.016 0.0 0.0 0.0
H 5.104 2.421 -1.592 0.0 0.0 0.0
H 3.251 1.040 -0.734 0.0 0.1 -0.1
H -0.396 5.359 -1.491 0.0 0.0 0.0
H -0.250 7.021 -3.325 0.0 0.0 0.0
H 0.972 6.460 -5.404 0.0 0.0 0.0
H 2.023 4.236 -5.655 0.0 0.0 0.0
H 1.855 2.573 -3.828 0.0 0.1 0.0
S 3.183 -1.425 0.754 0.3 0.1 0.0
C 4.691 -0.752 0.436 0.0 -0.1 0.0
N 5.185 0.239 1.237 -0.1 0.1 0.0
C 6.353 0.897 1.024 -0.1 0.1 0.2
C 7.142 0.589 -0.033 0.0 -0.1 -0.1
C 6.708 -0.450 -0.892 0.0 -0.1 0.0
C 5.533 -1.102 -0.663 0.0 0.0 0.1
H 4.592 0.516 2.020 0.0 0.1 0.1
H 6.600 1.665 1.745 -0.1 0.0 0.0
H 8.073 1.113 -0.197 -0.1 0.0 0.0
H 7.316 -0.722 -1.748 0.0 0.0 0.0
H 5.187 -1.898 -1.308 0.0 0.0 0.0

---

4.
10
Properties=species:S:1:pos:R:3:forces:R:3 method="wB97M-V/def2-TZVPD" orbital_gap_ha=0.3069 smiles="O=P(Cl)(Cl)CC=S" max_force_ev_per_a=3.6 homo_energy_ev=-9.28 lumo_energy_ev=-0.928 e_above_lowest_kj_mol=0.0
O 0.543 -0.529 2.691 -1.0 -0.1 1.1
P 1.389 -0.345 1.543 -0.2 -2.2 -2.7
Cl 2.535 -2.071 1.098 -0.9 1.0 0.1
Cl 2.778 0.940 1.711 1.7 1.9 0.2
C 0.433 0.039 -0.064 2.0 -1.6 -0.1
C -0.551 1.043 0.284 -2.5 -0.4 0.6
S -0.542 2.445 -0.471 -0.3 0.9 0.1
H -0.014 -0.968 -0.188 -0.1 0.4 -0.2
H 1.021 0.340 -1.014 -0.6 -0.6 1.9
H -1.421 0.696 0.979 1.7 0.8 -1.0

---

Number 1: electronic energy -3123.4467 a.u.. Number 2: electronic energy -251.7947 a.u.. Number 3: electronic energy -3441.3919 a.u.. Number 4: electronic energy -1813.2174 a.u..